Run A
DFT (wB97M-V/def2-TZVPD) results for a single C4H4 molecule.

Values from the calculation:
SMILES = C1=C2C[C@H]12
E_HOMO = -8.17 eV
lowest unoccupied orbital energy = 0.7 eV

```
! RIJCOSX wB97M-V def2-TZVPD def2/J DEFGRID3
* xyz 0 1
C -1.411 -0.022 -0.128
C -0.725 1.064 0.227
C 0.711 0.608 -0.108
C -0.097 -0.634 0.061
H -2.461 -0.210 -0.313
H 1.033 0.725 -1.170
H 1.494 1.042 0.621
H 0.015 -1.601 0.759
*
```

Quick look at the Löwdin charges, all values in e: -0.11 -0.03 -0.19 -0.12 0.10 0.11 0.12 0.13

***

Run B
DFT (wB97M-V/def2-TZVPD) results for 2 unconnected molecules or ions with the total composition C4H4.

Values from the calculation:
E_HOMO = -8.57 eV
lowest unoccupied orbital energy = -1.8 eV

```
! RIJCOSX wB97M-V def2-TZVPD def2/J DEFGRID3
* xyz 0 1
C -1.486 0.070 0.167
C -2.746 0.017 0.049
C -0.109 0.870 -0.076
C -0.208 -0.396 0.545
H 0.155 1.072 -1.055
H -0.006 1.762 0.558
H 0.198 -0.984 1.341
H -0.150 -1.320 -1.558
*
```

Quick look at the Löwdin charges, all values in e: -0.44 0.18 -0.11 -0.05 0.06 0.11 0.09 0.15

***

Which one is most stable, and which one is least stable? run A is the most stable of them, while run B is the least stable.

***

Run A
DFT (wB97M-V/def2-TZVPD) results for a single C6H9NO2S molecule.

Values from the calculation:
SMILES = O=C(O)CCCCN=C=S
E_HOMO = -9.03 eV
lowest unoccupied orbital energy = 0.3 eV

```
! RIJCOSX wB97M-V def2-TZVPD def2/J DEFGRID3
* xyz 0 1
O -1.751 -1.664 -0.791
C -2.527 -0.877 -0.222
O -2.948 -1.192 1.022
C -2.763 0.592 -0.727
C -1.918 1.586 0.156
C -0.433 1.471 -0.171
C 0.281 0.126 0.339
N 1.618 0.573 0.285
C 2.681 0.099 -0.013
S 4.229 -0.440 -0.046
H -3.143 -0.318 1.544
H -2.435 0.463 -1.661
H -3.802 0.876 -0.497
H -2.060 2.650 0.254
H -1.854 1.183 1.163
H -0.074 1.630 -1.308
H -0.039 2.344 0.324
H 0.002 -0.255 1.318
H 0.093 -0.679 -0.414
*
```

Löwdin atomic charge list, values in e, 8 entries: 0.05 -0.48 0.07 -0.05 -0.18 -0.19 -0.18 0.00

***

Run B
DFT (wB97M-V/def2-TZVPD) results for a single C6H9NO2S molecule.

Values from the calculation:
SMILES = C[C@@H]1C[C@@]1(C#N)S(C)(=O)=O
E_HOMO = -10.95 eV
lowest unoccupied orbital energy = 0.6 eV

```
! RIJCOSX wB97M-V def2-TZVPD def2/J DEFGRID3
* xyz 0 1
C -2.524 0.189 -0.142
C -1.148 0.529 -0.520
C -0.327 0.215 -1.721
C 0.106 -0.331 -0.375
C 0.002 -1.723 -0.047
N -0.170 -2.864 0.093
S 1.695 0.361 0.075
C 1.955 0.142 1.810
O 1.543 1.779 -0.220
O 2.733 -0.349 -0.632
H -2.762 -0.818 -0.562
H -3.171 0.906 -0.386
H -2.700 -0.045 0.832
H -0.791 1.471 -0.333
H -0.804 -0.429 -2.403
H 0.461 0.804 -2.189
H 2.865 0.514 2.147
H 1.133 0.490 2.460
H 1.904 -0.840 2.115
*
```

Löwdin atomic charge list, values in e, 8 entries: -0.01 -0.24 -0.03 -0.42 -0.19 0.18 0.68 -0.12

***

Which one is most stable, and which one is least stable? run A is the most stable of them, while run B is the least stable.

***

Run A
DFT (wB97M-V/def2-TZVPD) results for 8 unconnected molecules or ions with the total composition C23H67N5O8.

Values from the calculation:
SMILES = COC[C@H](C)N.COC[C@H](C)N.COC[C@H](C)N.COC[C@H](C)N.COC[C@H](C)N.CO.CO.CO
E_HOMO = -9.18 eV
lowest unoccupied orbital energy = 0.2 eV

```
! RIJCOSX wB97M-V def2-TZVPD def2/J DEFGRID3
* xyz 0 1
C -6.966 4.983 -4.402
O -7.729 6.077 -5.007
C -7.301 7.333 -4.492
C -7.865 8.594 -5.159
C -7.342 8.729 -6.581
N -7.498 9.793 -4.383
H -5.940 5.065 -4.760
H -7.354 4.012 -4.709
H -6.933 5.083 -3.317
H -7.595 7.457 -3.450
H -6.212 7.378 -4.514
H -8.943 8.612 -5.320
H -6.291 8.441 -6.600
H -7.504 9.704 -7.041
H -7.868 8.004 -7.201
H -6.501 9.900 -4.263
H -7.861 10.584 -4.896
C 0.570 -4.496 4.740
O 1.344 -5.621 5.043
C 2.542 -5.696 4.272
C 3.596 -6.605 4.981
C 4.119 -6.092 6.368
N 4.783 -6.752 4.148
H 0.338 -4.522 3.675
H 1.044 -3.594 5.126
H -0.400 -4.588 5.228
H 2.353 -5.991 3.240
H 3.011 -4.712 4.225
H 3.268 -7.624 5.185
H 4.784 -5.244 6.209
H 4.611 -6.835 6.997
H 3.235 -5.755 6.909
H 4.907 -5.831 3.755
H 4.394 -7.265 3.370
C 2.969 2.575 3.038
O 3.140 2.148 4.360
C 4.461 1.662 4.638
C 4.534 1.272 6.067
C 4.278 2.343 7.092
N 5.894 0.860 6.309
H 1.995 3.037 2.875
H 3.004 1.685 2.409
H 3.670 3.336 2.696
H 4.644 0.751 4.068
H 5.142 2.479 4.395
H 3.856 0.464 6.341
H 4.925 3.204 6.929
H 4.471 2.037 8.120
H 3.218 2.574 6.985
H 6.479 1.667 6.142
H 6.072 0.183 5.581
C 0.524 -5.934 -4.556
O -0.521 -6.332 -3.670
C -0.164 -7.240 -2.660
C -0.226 -8.761 -3.157
C -1.587 -9.074 -3.783
N 0.301 -9.697 -2.146
H 1.305 -5.371 -4.044
H 0.093 -5.255 -5.292
H 1.050 -6.731 -5.081
H 0.868 -7.035 -2.374
H -0.903 -7.119 -1.868
H 0.449 -8.893 -4.003
H -2.373 -8.685 -3.134
H -1.740 -10.150 -3.862
H -1.764 -8.546 -4.719
H 0.482 -10.629 -2.491
H -0.448 -9.798 -1.477
C 2.686 4.421 -3.891
O 4.016 4.796 -3.533
C 5.006 4.123 -4.217
C 6.473 4.386 -3.710
C 6.863 5.901 -3.766
N 7.306 3.575 -4.545
H 2.022 4.713 -3.077
H 2.512 3.346 -3.832
H 2.385 4.858 -4.843
H 4.851 3.047 -4.140
H 4.890 4.358 -5.275
H 6.485 4.013 -2.686
H 7.891 6.001 -3.418
H 6.179 6.615 -3.307
H 6.831 6.254 -4.797
H 6.998 2.646 -4.294
H 8.190 3.563 -4.058
C -3.108 1.589 5.047
O -2.088 2.020 5.970
H -3.893 1.145 5.659
H -3.454 2.404 4.410
H -2.765 0.845 4.327
H -1.429 2.424 5.401
C -7.923 -2.566 2.115
O -8.205 -1.250 1.655
H -8.817 -3.184 2.187
H -7.281 -2.986 1.340
H -7.341 -2.585 3.037
H -8.902 -0.850 2.181
C -2.898 -0.646 -0.660
O -3.825 0.348 -0.198
H -2.957 -0.874 -1.725
H -1.866 -0.350 -0.474
H -3.126 -1.608 -0.201
H -4.600 -0.045 0.210
*
```

Löwdin atomic charge list, values in e, 8 entries: -0.08 -0.18 -0.23 -0.43 -0.08 0.03 0.08 0.08

***

Run B
DFT (wB97M-V/def2-TZVPD) results for 8 unconnected molecules or ions with the total composition C23H67N5O8.

Values from the calculation:
SMILES = COC[C@H](C)N.COC[C@H](C)N.COC[C@H](C)N.COC[C@H](C)N.COC[C@H](C)N.CO.CO.CO
E_HOMO = -8.95 eV
lowest unoccupied orbital energy = 0.5 eV

```
! RIJCOSX wB97M-V def2-TZVPD def2/J DEFGRID3
* xyz 0 1
C 11.568 9.229 9.665
O 12.536 10.114 9.168
C 11.861 11.219 8.416
C 12.880 12.079 7.745
C 13.715 12.910 8.710
N 12.212 13.017 6.805
H 10.747 9.827 10.066
H 12.107 8.810 10.501
H 11.143 8.626 8.863
H 11.269 10.773 7.614
H 11.163 11.745 9.060
H 13.500 11.368 7.198
H 14.378 13.522 8.097
H 14.323 12.361 9.435
H 13.115 13.549 9.358
H 11.431 12.622 6.291
H 11.793 13.827 7.241
C 8.609 10.452 11.523
O 9.100 11.730 11.246
C 9.669 12.439 12.295
C 8.675 12.711 13.451
C 7.498 13.562 13.060
N 9.467 13.432 14.521
H 7.786 10.596 12.207
H 9.274 9.819 12.128
H 8.407 9.967 10.574
H 10.496 11.959 12.827
H 9.944 13.402 11.869
H 8.259 11.739 13.737
H 6.963 13.115 12.229
H 7.821 14.561 12.779
H 6.862 13.674 13.941
H 10.169 12.938 15.064
H 8.786 13.823 15.159
C 13.808 9.373 18.289
O 12.740 8.737 17.596
C 13.116 8.217 16.354
C 11.944 7.465 15.737
C 12.268 6.832 14.393
N 10.768 8.347 15.668
H 14.519 8.669 18.736
H 13.295 9.933 19.070
H 14.216 10.106 17.596
H 13.330 9.046 15.685
H 13.924 7.529 16.581
H 11.807 6.585 16.360
H 12.390 7.641 13.662
H 11.421 6.235 14.038
H 13.179 6.247 14.447
H 10.480 8.691 16.573
H 10.929 9.187 15.123
C 17.339 13.104 13.843
O 16.795 11.785 13.709
C 17.766 10.750 13.801
C 17.005 9.387 13.815
C 16.245 9.065 15.082
N 18.056 8.284 13.627
H 17.940 13.398 12.996
H 17.847 13.267 14.796
H 16.406 13.664 13.804
H 18.424 10.738 12.938
H 18.247 10.918 14.761
H 16.213 9.464 13.061
H 16.951 9.061 15.906
H 15.777 8.094 14.914
H 15.435 9.791 15.160
H 17.578 7.388 13.592
H 18.553 8.367 12.743
C 16.881 13.759 10.595
O 18.217 14.218 10.613
C 18.378 15.640 10.438
C 18.479 16.397 11.790
C 18.955 17.838 11.646
N 19.449 15.750 12.664
H 16.419 14.089 9.673
H 16.367 14.161 11.468
H 16.880 12.682 10.776
H 19.262 15.886 9.839
H 17.508 15.982 9.863
H 17.551 16.354 12.356
H 20.015 17.753 11.395
H 18.873 18.296 12.625
H 18.450 18.455 10.909
H 20.397 16.047 12.463
H 19.371 14.746 12.539
C 15.025 7.360 10.632
O 14.565 6.809 11.904
H 15.843 8.078 10.723
H 15.330 6.579 9.948
H 14.158 7.931 10.310
H 15.305 6.335 12.287
C 13.486 12.536 15.495
O 12.986 12.360 16.840
H 14.504 12.176 15.302
H 12.870 11.880 14.883
H 13.440 13.568 15.149
H 13.483 12.994 17.363
C 13.778 10.903 12.205
O 14.415 12.119 12.432
H 12.745 11.062 11.885
H 14.312 10.364 11.425
H 13.614 10.268 13.080
H 15.279 11.895 12.826
*
```

Löwdin atomic charge list, values in e, 8 entries: -0.12 -0.21 -0.17 -0.43 -0.06 0.03 0.06 0.08

***

Which one is most stable, and which one is least stable? run B is the most stable of them, while run A is the least stable.

***

Run A
DFT (wB97M-V/def2-TZVPD) results for a single C5H4N2 molecule.

Values from the calculation:
E_HOMO = -8.72 eV
lowest unoccupied orbital energy = -0.5 eV

```
! RIJCOSX wB97M-V def2-TZVPD def2/J DEFGRID3
* xyz 0 1
C -1.770 0.240 2.025
C -1.173 0.111 0.989
C -0.449 -0.078 -0.265
C 0.019 1.121 -1.038
C 1.346 0.732 -1.303
N 1.740 -0.440 -0.750
N 0.744 -0.927 -0.104
H -2.296 0.374 2.945
H -1.091 -0.594 -1.003
H 2.091 1.271 -1.878
H 0.840 -1.808 0.381
*
```

Löwdin atomic charge list, values in e, 8 entries: 0.13 -0.09 -0.38 0.04 -0.20 0.08 0.00 0.03

***

Run B
DFT (wB97M-V/def2-TZVPD) results for a single C5H4N2 molecule.

Values from the calculation:
SMILES = C#Cc1cn[nH]c1
E_HOMO = -8.75 eV
lowest unoccupied orbital energy = 0.9 eV

```
! RIJCOSX wB97M-V def2-TZVPD def2/J DEFGRID3
* xyz 0 1
C 2.726 -0.434 -0.033
C 1.590 -0.084 0.151
C 0.206 0.202 0.182
C -0.465 1.258 -0.468
N -1.752 0.979 -0.650
N -1.905 -0.282 -0.054
C -0.763 -0.716 0.487
H 3.739 -0.718 -0.169
H 0.052 2.196 -0.699
H -2.760 -0.813 0.136
H -0.669 -1.588 1.117
*
```

Löwdin atomic charge list, values in e, 8 entries: 0.12 -0.11 -0.28 -0.12 0.05 -0.02 -0.07 0.02

***

Which one is most stable, and which one is least stable? run B is the most stable of them, while run A is the least stable.